*A*
170
Properties=species:S:1:pos:R:3 method="wB97M-V/def2-TZVPD" lumo_energy_ev=0.419 smiles=COC[C@H](C)N.COC[C@H](C)N.COC[C@H](C)N.COC[C@H](C)N.COC[C@H](C)N.COC[C@H](C)N.COC[C@H](C)N.COC[C@H](C)N.COC[C@H](C)N.COC[C@H](C)N gap_ev=9.04
C -7.013 -8.230 9.073
O -7.503 -9.061 10.133
C -7.157 -10.434 9.910
C -7.977 -11.299 10.935
C -9.481 -11.123 10.761
N -7.685 -10.898 12.262
H -5.989 -8.557 8.887
H -6.943 -7.226 9.490
H -7.573 -8.227 8.138
H -7.419 -10.793 8.915
H -6.081 -10.510 10.066
H -7.752 -12.363 10.856
H -9.736 -11.310 9.718
H -9.816 -10.112 10.994
H -10.068 -11.815 11.365
H -6.719 -11.047 12.515
H -7.784 -9.897 12.359
C -1.233 -13.141 12.283
O -2.549 -12.603 12.245
C -2.725 -11.223 12.441
C -4.244 -10.986 12.156
C -4.551 -9.465 12.288
N -5.077 -11.552 13.216
H -1.217 -14.196 12.010
H -0.746 -13.014 13.250
H -0.635 -12.644 11.519
H -2.345 -10.924 13.418
H -2.206 -10.627 11.691
H -4.451 -11.242 11.117
H -4.627 -9.191 13.340
H -5.529 -9.239 11.861
H -3.843 -8.745 11.880
H -4.688 -12.484 13.263
H -4.794 -11.170 14.107
C -3.789 -13.710 8.038
O -3.407 -12.431 7.504
C -3.325 -11.384 8.412
C -3.049 -10.041 7.673
C -1.810 -10.055 6.702
N -2.830 -9.086 8.716
H -3.181 -14.084 8.862
H -3.800 -14.480 7.267
H -4.777 -13.506 8.451
H -4.249 -11.172 8.949
H -2.475 -11.560 9.072
H -3.957 -9.801 7.121
H -1.734 -9.018 6.375
H -1.879 -10.776 5.887
H -0.918 -10.205 7.310
H -1.918 -9.269 9.110
H -2.830 -8.146 8.349
C -7.628 -8.286 15.069
O -7.540 -7.200 14.122
C -8.565 -7.332 13.150
C -8.843 -5.966 12.404
C -10.011 -5.983 11.367
N -7.641 -5.557 11.687
H -6.858 -8.118 15.822
H -7.398 -9.227 14.568
H -8.621 -8.276 15.518
H -8.282 -8.161 12.501
H -9.537 -7.616 13.554
H -9.009 -5.211 13.172
H -9.914 -5.140 10.682
H -10.988 -6.116 11.830
H -9.971 -6.926 10.823
H -6.958 -5.198 12.338
H -7.325 -6.443 11.321
C -7.257 -5.534 6.379
O -7.431 -4.236 7.007
C -7.405 -4.298 8.416
C -7.320 -2.848 9.050
C -6.400 -1.884 8.304
N -6.835 -2.876 10.443
H -6.461 -6.156 6.788
H -6.943 -5.408 5.342
H -8.200 -6.077 6.318
H -8.314 -4.775 8.784
H -6.571 -4.894 8.786
H -8.338 -2.461 9.028
H -6.339 -0.909 8.788
H -6.766 -1.620 7.311
H -5.337 -2.113 8.383
H -7.297 -3.685 10.832
H -5.871 -3.155 10.333
C -12.524 -15.155 9.819
O -11.196 -14.909 9.419
C -10.260 -15.359 10.359
C -8.872 -14.985 9.813
C -8.512 -15.860 8.639
N -7.864 -15.051 10.831
H -12.774 -14.545 10.687
H -12.727 -16.205 10.029
H -13.137 -14.980 8.935
H -10.345 -14.800 11.291
H -10.284 -16.419 10.612
H -8.957 -13.958 9.458
H -9.304 -15.803 7.891
H -8.474 -16.888 8.998
H -7.526 -15.717 8.196
H -8.202 -14.569 11.652
H -7.852 -15.990 11.202
C -11.167 -13.459 16.658
O -10.542 -12.399 15.945
C -10.009 -12.787 14.657
C -8.612 -13.453 14.772
C -7.629 -12.665 15.507
N -8.040 -13.559 13.383
H -12.101 -13.704 16.151
H -11.334 -13.049 17.654
H -10.420 -14.248 16.746
H -10.648 -13.490 14.121
H -10.078 -11.903 14.024
H -8.696 -14.447 15.212
H -8.135 -12.324 16.410
H -7.412 -11.728 14.994
H -6.698 -13.135 15.824
H -7.999 -12.645 12.955
H -7.053 -13.655 13.573
C -5.823 -8.057 3.671
O -6.249 -9.229 4.261
C -5.269 -10.274 4.328
C -5.925 -11.605 4.941
C -6.390 -11.314 6.384
N -5.054 -12.759 4.967
H -6.579 -7.276 3.756
H -5.629 -8.218 2.611
H -4.936 -7.671 4.173
H -4.988 -10.557 3.314
H -4.407 -9.978 4.927
H -6.715 -11.885 4.244
H -7.244 -10.636 6.366
H -5.681 -10.675 6.912
H -6.702 -12.173 6.979
H -4.453 -12.706 4.157
H -4.475 -12.585 5.775
C -12.536 -7.010 8.813
O -12.046 -8.212 8.140
C -11.037 -7.920 7.184
C -10.319 -9.209 6.681
C -9.299 -8.978 5.510
N -11.338 -10.187 6.281
H -11.756 -6.409 9.280
H -13.242 -7.236 9.612
H -12.946 -6.373 8.028
H -11.567 -7.378 6.400
H -10.335 -7.212 7.625
H -9.797 -9.654 7.528
H -8.777 -9.866 5.151
H -8.546 -8.226 5.743
H -9.814 -8.604 4.626
H -10.908 -11.097 6.195
H -11.986 -10.206 7.055
C -12.099 -9.227 13.312
O -12.915 -10.341 13.041
C -13.580 -10.843 14.208
C -14.720 -11.806 13.669
C -15.553 -12.484 14.787
N -14.187 -12.827 12.877
H -12.499 -8.427 13.934
H -11.824 -8.910 12.306
H -11.188 -9.534 13.826
H -12.836 -11.365 14.811
H -14.005 -10.046 14.819
H -15.407 -11.180 13.101
H -16.185 -13.283 14.399
H -16.166 -11.775 15.343
H -14.907 -13.046 15.461
H -14.851 -13.385 12.360
H -13.483 -12.540 12.212


*B*
170
Properties=species:S:1:pos:R:3 method="wB97M-V/def2-TZVPD" lumo_energy_ev=0.271 smiles=COC[C@H](C)N.COC[C@H](C)N.COC[C@H](C)N.COC[C@H](C)N.COC[C@H](C)N.COC[C@H](C)N.COC[C@H](C)N.COC[C@H](C)N.COC[C@H](C)N.COC[C@H](C)N gap_ev=9.38
C -0.185 1.081 -1.998
O -0.866 0.326 -1.052
C -1.010 1.090 0.168
C -0.988 0.026 1.304
C -2.437 -0.471 1.545
N -0.533 0.653 2.558
H -0.090 0.411 -2.852
H 0.816 1.313 -1.634
H -0.732 1.958 -2.346
H -0.130 1.710 0.339
H -1.961 1.617 0.238
H -0.310 -0.742 0.931
H -2.854 -0.905 0.636
H -3.180 0.215 1.952
H -2.353 -1.256 2.297
H 0.318 1.197 2.549
H -1.155 1.358 2.926
C -9.648 -6.628 8.930
O -9.154 -5.512 8.235
C -8.992 -4.326 9.058
C -8.657 -3.088 8.134
C -7.418 -3.312 7.294
N -8.665 -1.805 8.814
H -9.816 -7.452 8.237
H -10.626 -6.527 9.401
H -8.947 -6.812 9.744
H -9.997 -4.165 9.446
H -8.265 -4.371 9.869
H -9.425 -3.021 7.362
H -7.081 -2.394 6.813
H -7.557 -4.173 6.640
H -6.492 -3.516 7.831
H -9.020 -1.947 9.748
H -7.707 -1.633 9.084
C 2.467 4.013 -9.469
O 3.311 4.755 -10.322
C 2.559 5.415 -11.334
C 3.480 6.341 -12.172
C 2.629 7.171 -13.225
N 4.461 5.603 -12.892
H 1.869 3.241 -9.954
H 1.783 4.649 -8.909
H 3.130 3.560 -8.732
H 2.096 4.619 -11.918
H 1.721 5.983 -10.931
H 4.061 6.944 -11.474
H 3.087 8.043 -13.691
H 1.692 7.479 -12.760
H 2.195 6.592 -14.040
H 4.017 4.953 -13.525
H 4.930 4.973 -12.257
C 8.199 1.654 -0.448
O 9.346 1.320 0.324
C 10.051 2.458 0.745
C 11.206 2.096 1.734
C 11.767 3.337 2.396
N 12.229 1.307 0.983
H 7.707 2.600 -0.218
H 7.390 0.950 -0.253
H 8.395 1.520 -1.511
H 10.465 3.009 -0.099
H 9.310 3.103 1.218
H 10.749 1.486 2.513
H 11.971 4.066 1.611
H 12.608 3.193 3.074
H 11.002 3.728 3.066
H 11.639 0.651 0.491
H 12.674 1.855 0.261
C -2.947 -3.838 -6.639
O -4.227 -3.261 -6.681
C -4.707 -2.936 -5.388
C -6.115 -2.253 -5.519
C -6.571 -1.406 -4.340
N -7.168 -3.204 -5.848
H -2.596 -3.980 -7.661
H -2.855 -4.792 -6.120
H -2.203 -3.129 -6.275
H -4.780 -3.767 -4.685
H -4.085 -2.136 -4.987
H -6.127 -1.585 -6.380
H -5.889 -0.559 -4.409
H -6.361 -1.949 -3.418
H -7.567 -1.021 -4.561
H -6.643 -3.927 -6.320
H -7.466 -3.708 -5.025
C 0.111 -6.181 -0.576
O 0.716 -7.481 -0.723
C 1.838 -7.671 0.192
C 2.660 -8.904 -0.221
C 3.987 -8.999 0.608
N 3.044 -8.802 -1.588
H -0.268 -5.980 0.426
H -0.705 -6.003 -1.276
H 0.845 -5.425 -0.857
H 2.464 -6.784 0.092
H 1.482 -7.788 1.215
H 2.119 -9.821 0.016
H 3.845 -9.283 1.650
H 4.584 -8.087 0.590
H 4.684 -9.651 0.080
H 3.311 -9.714 -1.929
H 2.170 -8.758 -2.091
C -2.859 4.986 5.981
O -2.823 3.757 6.682
C -3.472 3.745 7.920
C -2.615 4.329 9.107
C -1.395 3.420 9.385
N -3.345 4.444 10.371
H -2.436 4.747 5.006
H -2.290 5.736 6.531
H -3.863 5.409 5.930
H -4.469 4.188 7.933
H -3.694 2.717 8.206
H -2.266 5.349 8.944
H -0.681 3.961 10.006
H -0.872 3.095 8.485
H -1.736 2.542 9.935
H -4.020 5.195 10.384
H -2.683 4.795 11.048
C 3.971 3.402 2.854
O 3.306 4.241 1.973
C 3.813 5.571 1.952
C 2.929 6.483 1.164
C 2.942 6.231 -0.328
N 3.360 7.899 1.468
H 3.830 2.343 2.640
H 3.622 3.643 3.858
H 5.046 3.535 2.973
H 3.713 5.914 2.982
H 4.849 5.693 1.635
H 1.906 6.301 1.493
H 2.155 6.749 -0.877
H 2.880 5.160 -0.524
H 3.889 6.541 -0.769
H 2.631 8.496 1.105
H 4.160 8.282 0.984
C 1.638 -5.858 11.056
O 0.963 -5.269 9.935
C 1.668 -4.185 9.444
C 1.115 -3.748 8.035
C 1.433 -4.763 6.937
N 1.796 -2.550 7.581
H 1.263 -6.881 11.083
H 1.503 -5.379 12.026
H 2.702 -5.897 10.820
H 1.550 -3.326 10.104
H 2.722 -4.447 9.345
H 0.057 -3.496 8.102
H 0.674 -4.610 6.170
H 1.244 -5.772 7.303
H 2.396 -4.709 6.429
H 1.414 -2.332 6.672
H 1.597 -1.719 8.120
C -1.540 -1.120 -12.108
O -2.268 0.090 -12.132
C -2.752 0.483 -10.833
C -3.096 2.017 -10.848
C -3.552 2.693 -9.513
N -4.009 2.258 -11.958
H -1.207 -1.323 -13.126
H -2.104 -1.942 -11.667
H -0.653 -0.852 -11.534
H -3.669 -0.043 -10.567
H -2.036 0.267 -10.041
H -2.177 2.496 -11.186
H -2.837 2.783 -8.696
H -4.438 2.146 -9.190
H -3.777 3.750 -9.654
H -3.859 1.639 -12.741
H -4.906 1.918 -11.643


The most stable arrangement is *A*, and the next structure is 0.0877 hartree less stable.


*A*
50
Properties=species:S:1:pos:R:3 method="wB97M-V/def2-TZVPD" lumo_energy_ev=0.590 smiles="CCCCOc1ccc(N2C[C@H](C(=O)NCc3ccco3)CC2=O)cc1" gap_ev=8.44
C -4.570 -2.475 1.407
C -4.184 -1.025 1.141
C -5.246 -0.314 0.306
C -4.918 1.149 -0.011
O -3.922 1.282 -1.005
C -2.603 1.407 -0.689
C -2.059 1.501 0.588
C -0.694 1.623 0.763
C 0.166 1.668 -0.329
N 1.555 1.739 -0.153
C 2.461 1.223 -1.158
C 3.720 0.873 -0.351
C 3.565 -0.531 0.248
O 3.502 -0.751 1.434
N 3.518 -1.516 -0.688
C 2.949 -2.806 -0.350
C 1.452 -2.722 -0.294
C 0.534 -3.323 0.511
C -0.731 -2.820 0.114
C -0.488 -1.946 -0.896
O 0.832 -1.881 -1.156
C 3.695 1.921 0.757
C 2.212 2.217 0.945
O 1.715 2.793 1.882
C -0.379 1.598 -1.610
C -1.740 1.465 -1.784
H -3.823 -2.960 2.032
H -4.651 -3.027 0.473
H -5.528 -2.528 1.919
H -3.224 -0.994 0.621
H -4.066 -0.507 2.096
H -5.376 -0.843 -0.641
H -6.199 -0.336 0.839
H -4.655 1.697 0.899
H -5.803 1.622 -0.449
H -2.683 1.470 1.466
H -0.290 1.689 1.759
H 2.686 1.993 -1.909
H 2.009 0.363 -1.658
H 4.624 0.907 -0.963
H 3.465 -1.253 -1.660
H 3.279 -3.538 -1.094
H 3.324 -3.098 0.633
H 0.731 -4.030 1.290
H -1.683 -3.076 0.530
H -1.130 -1.320 -1.483
H 4.215 2.837 0.475
H 4.113 1.547 1.691
H 0.255 1.653 -2.482
H -2.165 1.409 -2.774


*B*
50
Properties=species:S:1:pos:R:3 method="wB97M-V/def2-TZVPD" lumo_energy_ev=-0.565 smiles="O=C(NC[C@@H]1CCCO1)c1ccc2c(c1)C(=O)N(C1CCCCC1)C2=O" gap_ev=9.00
O 0.084 2.918 -2.308
C -0.791 2.121 -2.048
N -2.112 2.379 -2.213
C -2.598 3.675 -2.620
C -3.199 4.475 -1.444
C -4.565 3.937 -1.001
C -5.522 4.652 -1.956
C -4.754 5.930 -2.336
O -3.440 5.813 -1.814
C -0.489 0.747 -1.529
C -1.220 -0.368 -1.929
C -0.908 -1.641 -1.463
C 0.146 -1.763 -0.583
C 0.892 -0.649 -0.188
C 0.597 0.610 -0.659
C 1.952 -1.115 0.746
O 2.792 -0.466 1.315
N 1.778 -2.488 0.848
C 2.599 -3.374 1.660
C 4.057 -3.344 1.199
C 4.881 -4.319 2.033
C 4.784 -3.969 3.515
C 3.328 -3.984 3.970
C 2.500 -3.007 3.141
C 0.718 -2.957 0.086
O 0.369 -4.108 0.017
H -2.787 1.718 -1.863
H -3.342 3.553 -3.412
H -1.742 4.230 -3.012
H -2.465 4.495 -0.631
H -4.758 4.239 0.028
H -4.636 2.853 -1.065
H -5.715 4.043 -2.840
H -6.476 4.879 -1.487
H -5.197 6.827 -1.894
H -4.711 6.066 -3.423
H -2.028 -0.253 -2.637
H -1.468 -2.508 -1.777
H 1.178 1.475 -0.378
H 2.185 -4.377 1.501
H 4.448 -2.333 1.321
H 4.113 -3.609 0.141
H 5.923 -4.287 1.709
H 4.512 -5.335 1.874
H 5.365 -4.680 4.104
H 5.203 -2.974 3.678
H 3.264 -3.712 5.026
H 2.922 -4.992 3.858
H 2.876 -1.993 3.282
H 1.455 -3.034 3.456


The most stable arrangement is *B*, and the next structure is 0.0583 hartree less stable.